Density functional theory data (ωB97M-V with the def2-TZVPD basis set) for a cluster of 21 separate species, C4H42N4O23 in total at a distorted geometry.

Values from the calculation:
* DFT total energy: -2127.09819 a.u.

```
73
Properties=species:S:1:pos:R:3:forces:R:3:mulliken_charge:R:1
N -1.767563 1.375208 1.621281 0.1890 2.0344 -1.0075 -0.15
N -1.213548 2.108822 0.730621 -0.9834 -1.9543 1.9333 -0.54
N 1.201155 0.545373 -1.549111 -0.8538 0.8525 -0.6480 0.60
N 0.284009 -0.993037 0.067112 0.4802 0.2091 -1.3360 -0.22
O 1.768266 -1.536329 -1.673104 -0.7576 -0.7663 0.5715 -0.37
O 0.558130 2.696771 -1.615211 -0.1187 -1.6301 0.4911 -0.44
O -1.303741 0.024250 1.556701 1.1408 0.2882 -0.9863 0.35
C 1.032108 -0.650196 -1.060568 -0.3698 -0.2135 2.3633 -0.63
C 0.454766 1.489552 -1.033586 1.2108 2.6120 -1.3186 -1.31
C -0.399644 0.046815 0.548083 0.4846 -2.0849 -0.1149 0.51
C -0.338644 1.298177 0.038114 -1.3267 0.6563 1.3094 1.60
H 1.567159 -2.348531 -1.162732 0.3223 -1.2499 0.0265 0.50
H 0.878036 2.380024 -2.494184 0.0198 1.4188 -0.6131 0.31
O -3.575769 -1.941900 0.507208 0.4265 -0.7217 1.9620 -0.70
H -2.657799 -2.320063 0.702350 -1.5355 0.3345 0.1896 0.39
H -4.083417 -1.880420 1.380293 1.4061 -0.2399 -1.8644 0.29
O -1.072926 -3.232398 1.545360 1.0420 1.2141 0.8179 -0.74
H -1.057964 -2.752365 2.435923 0.2215 -0.9451 -1.9349 0.34
H -0.270870 -2.927227 1.009324 -1.4504 -0.1763 1.0484 0.36
O 1.788428 0.630101 3.175822 -1.4034 0.3935 1.3056 -0.60
H 1.529696 1.605598 3.248098 0.3048 -1.7982 -0.0278 0.36
H 1.248315 0.109641 3.854910 1.0476 1.4321 -1.4226 0.30
O -2.089914 -1.399113 4.482102 -1.0455 1.4132 -0.7872 -0.67
H -1.873748 -0.865200 3.650255 -0.7955 -0.7235 1.7693 0.34
H -2.938320 -1.023736 4.885907 1.9460 -0.5405 -1.1713 0.30
O 2.143268 -5.206611 1.436488 -0.5805 -0.7443 2.1621 -0.72
H 2.296330 -4.727248 2.314294 -0.5159 -1.2047 -1.7950 0.34
H 1.523562 -5.987854 1.607907 1.2475 1.8283 -0.1035 0.35
O 0.760987 2.196340 -4.106804 -0.2946 -1.3364 -2.2638 -0.63
H 1.007287 1.221341 -4.218499 -0.3035 1.7126 -0.2195 0.31
H 0.319106 2.509672 -4.961394 1.0562 -0.8333 1.9300 0.28
O -1.879433 3.402038 4.086268 0.2069 -0.9623 1.7013 -0.63
H -1.288943 3.142725 4.865909 -1.7937 0.3172 -1.4735 0.28
H -2.748704 2.890315 4.165431 1.7525 0.6278 -0.1580 0.32
O 1.091785 3.618022 3.582987 -1.2721 -0.5693 1.6246 -0.73
H 1.264904 3.392016 4.553920 -0.5138 0.6846 -2.0740 0.29
H 0.092146 3.705275 3.453108 1.5979 -0.1997 0.3580 0.39
O 4.181538 -0.021364 -2.380543 -1.3490 0.2874 0.8019 -0.69
H 4.166980 0.036968 -1.370521 -0.3934 0.2119 -1.8911 0.39
H 3.240305 0.131944 -2.718681 2.0607 -0.3798 1.0415 0.38
O 2.096844 -0.788264 -4.544415 -0.6448 -1.6309 -0.3342 -0.64
H 2.384333 -1.384510 -5.309661 -0.8591 1.1267 1.9080 0.27
H 1.560611 -1.347354 -3.893544 1.2828 0.7237 -1.5397 0.35
O -2.056533 0.952905 -3.013794 0.0624 -0.5937 -2.1042 -0.65
H -1.716462 0.091684 -3.421728 -0.8480 1.9303 0.5365 0.32
H -2.482562 1.502933 -3.748458 0.9616 -1.3980 1.4684 0.27
O 2.265561 -5.162126 -3.179588 1.6631 -1.2515 -0.5393 -0.72
H 2.211842 -6.158035 -3.349987 0.3634 2.1246 0.3954 0.31
H 3.223074 -4.868839 -3.324202 -1.9159 -0.8327 0.1936 0.34
O -4.966515 2.738729 0.378417 -0.6318 -1.5693 1.0353 -0.66
H -5.748000 2.463819 0.959334 1.9081 0.3315 -1.3758 0.29
H -4.391112 1.922229 0.217162 -1.2632 1.1253 0.1609 0.38
O 0.879258 5.383204 -0.889575 -1.5599 -0.5019 -0.7313 -0.70
H 0.760576 4.392220 -1.055780 -0.1861 2.0627 0.1444 0.46
H 0.042349 5.857758 -1.202853 1.7844 -1.3914 0.6833 0.29
O 0.435699 -3.621554 -4.768383 1.0113 -1.2871 -0.8685 -0.64
H 0.981512 -4.219795 -4.161789 -0.8515 0.9406 -1.4621 0.38
H 0.572934 -3.930347 -5.722099 -0.1598 0.4688 2.2640 0.29
O -4.143428 1.610253 4.410364 -1.5265 -1.3440 1.0247 -0.65
H -4.650986 0.892922 3.908782 0.9617 1.6690 1.1901 0.31
H -4.508586 1.654064 5.352967 0.5181 -0.2889 -2.1331 0.30
O -3.727288 0.293349 -0.880481 1.6356 -0.4570 -0.5021 -0.70
H -3.077697 0.503046 -1.627354 -1.2436 -0.3622 1.3643 0.42
H -3.422561 -0.558642 -0.427698 -0.7384 1.3275 -0.7244 0.41
O 3.893981 0.766156 0.471520 -1.2994 -0.3982 1.2252 -0.63
H 3.238228 1.532155 0.555146 1.2990 -1.3932 0.4334 0.30
H 3.724766 0.121857 1.233099 0.0359 1.7689 -1.4757 0.30
O 2.942853 3.411287 1.420026 -1.2435 1.3312 -0.7924 -0.69
H 2.201479 3.702263 2.044092 1.3690 -0.3379 -1.3145 0.33
H 2.917385 4.005721 0.601638 -0.1994 -1.0041 1.9135 0.32
O 1.271021 -3.914589 -0.698119 1.3178 -0.7651 -0.8794 -0.69
H 1.691514 -4.229063 -1.563018 -0.8000 0.0940 1.7781 0.25
H 1.758588 -4.358832 0.069140 -0.7105 0.5279 -1.1386 0.38
```
Positions in Å, forces in eV/Å.


Density functional theory data (ωB97M-V with the def2-TZVPD basis set) for a cluster of 17 separate species, C4H42O16 in total at a distorted geometry.

Values from the calculation:
* ΔE to the lowest compared entry with this formula, charge and spin: 0.00 kcal per mole
* DFT total energy: -1381.50523 a.u.

```
62
Properties=species:S:1:pos:R:3:forces:R:3:mulliken_charge:R:1
C 3.112581 -1.038484 -0.873628 -1.6451 -0.5913 0.7412 -1.56
C 2.352988 0.247579 -0.592492 -0.8113 -0.5907 1.9090 0.60
C 0.836173 -0.037021 -0.376907 0.9529 1.4788 0.9134 1.44
C 2.916657 0.966030 0.645399 0.1076 0.4302 0.6956 -1.25
H 4.137479 -0.882488 -0.916333 2.0680 0.3647 0.0056 0.53
H 2.938430 -1.864058 -0.134147 0.1047 0.7035 -0.6552 0.26
H 2.809946 -1.412916 -1.823624 -0.2543 -0.4971 -0.7809 0.39
H 2.459368 0.901774 -1.432669 0.0883 0.2870 -0.6795 0.37
H 0.278119 0.911886 -0.383461 0.1545 -0.2903 0.1607 -0.33
H 0.654859 -0.531726 0.589838 0.0891 0.1123 -0.3510 -0.18
H 0.481045 -0.598476 -1.184770 -0.7083 -1.0054 -1.0123 -0.59
H 3.974328 1.262118 0.439746 -0.6797 -0.1466 0.3254 0.38
H 2.314550 1.900908 0.884384 0.7218 -1.1484 -0.2243 0.26
H 2.904712 0.304179 1.582126 -0.0421 0.9135 -1.3072 0.14
H -0.299736 0.993534 -3.510355 -2.2030 -0.1554 -0.2793 0.52
H 0.913503 0.135400 -3.279251 0.1106 -0.1560 -0.0189 0.29
O 0.631946 1.050544 -3.408830 2.1670 0.7111 0.1489 -0.79
H -1.957270 -2.124650 -2.219596 1.2768 -0.8847 0.5463 0.50
H -3.093131 -1.249260 -1.669120 0.1147 -0.2356 -0.1030 0.50
O -2.717313 -1.640512 -2.476526 -1.6899 0.6421 -0.7603 -0.89
H 1.665569 -0.977037 3.343553 0.1107 -0.1979 -0.1359 0.46
H 0.491440 -0.203189 3.911277 -1.0572 0.0939 -0.0507 0.41
O 1.430520 -0.298846 3.996149 1.1409 0.1214 0.5987 -0.86
H 0.506511 -2.046505 -2.694964 -0.7538 -0.6631 0.6833 0.40
H 0.442876 -1.711744 -4.219594 0.3941 0.0177 0.8497 0.31
O 0.970841 -1.614200 -3.398960 0.5873 0.3929 -1.9056 -0.71
H 0.818967 2.334252 -2.307511 0.1164 -0.5467 -0.5439 0.49
H 1.755602 2.858850 -1.228800 1.5124 -0.3759 0.9506 0.27
O 0.995166 3.084686 -1.713233 -1.3945 1.1262 -0.5412 -0.78
H 0.994965 -2.412677 1.721242 0.4969 0.1601 0.2204 0.52
H 2.345036 -1.781364 1.367545 0.2061 0.1511 -0.1009 0.14
O 1.854872 -2.134690 2.109062 -0.3218 -0.5449 0.0950 -0.86
H -0.480287 -2.916434 -0.659276 0.0870 0.1828 0.4374 0.41
H -0.469685 -3.876714 -1.834888 -0.0096 -0.1611 -0.2416 0.29
O -0.536985 -2.941504 -1.627629 0.1568 -0.5162 -0.1418 -0.72
H -3.324503 -1.958872 2.316151 1.2106 0.6720 -0.5939 0.30
H -2.959646 -1.011446 1.084214 0.2935 -0.5614 0.8942 0.46
O -2.551648 -1.487340 1.901030 -1.8791 -0.1361 -0.4411 -0.88
H -0.596322 -3.855376 1.410106 -0.0719 1.2912 -0.3349 0.29
H -1.183822 -2.404035 1.321288 -2.5043 1.4400 1.1506 0.41
O -0.481020 -2.940305 1.051134 2.3217 -3.1109 -0.6350 -0.85
H -0.627948 1.603996 2.575052 0.4584 1.0043 -0.4177 0.41
H 0.654064 2.570611 2.633672 -1.9668 -0.3079 -0.9318 0.39
O -0.289427 2.465066 2.211458 1.4910 -0.4140 1.0881 -0.78
H -2.259133 -0.182740 -3.226930 -0.0065 0.3650 0.0354 0.46
H -2.328126 1.283206 -2.636028 0.2735 -0.8378 -0.9938 0.50
O -2.025573 0.750308 -3.426370 -0.2804 0.6177 0.3953 -0.88
H -4.630096 -0.361931 -0.366603 0.3544 -0.2787 0.1867 0.31
H -3.366369 0.496489 -0.551254 0.0559 -0.1596 0.0783 0.43
O -3.664690 -0.433696 -0.270815 -0.5841 0.7950 0.0658 -0.92
H -3.596870 2.567323 -1.394946 -0.5855 0.4258 -0.1563 0.28
H -2.152184 2.445394 -0.760279 -0.3747 -0.1281 0.0583 0.41
O -2.959254 1.896658 -1.181762 0.8986 0.0789 0.6336 -0.77
H -0.818057 3.002280 0.699312 0.0533 -0.0290 0.4740 0.39
H -0.338618 3.345284 -0.757966 -0.7658 -0.0035 0.5531 0.48
O -1.154566 3.332670 -0.157716 0.5517 -0.0361 -1.0840 -0.77
H -1.775939 0.554316 4.132984 0.7680 -0.2572 -0.6852 0.29
H -1.740906 -0.403541 2.902580 0.4233 0.3250 0.2616 0.40
O -1.171230 0.214664 3.432072 -1.5723 -0.1387 0.7301 -0.75
H 1.922735 1.341276 3.739509 -0.4274 -1.3801 0.3986 0.46
H 2.921748 2.263016 3.217330 3.9069 0.4155 -1.3123 0.28
O 2.062741 2.249468 3.479002 -3.2361 1.1667 1.1347 -0.70
```
Positions in Å, forces in eV/Å.


Density functional theory data (ωB97M-V with the def2-TZVPD basis set) for a cluster of 17 separate species, C4H43NO16 in total at a distorted geometry.

Values from the calculation:
* ΔE to the lowest compared entry with this formula, charge and spin: 15.76 kcal per mole
* DFT total energy: -1436.78459 a.u.

```
64
Properties=species:S:1:pos:R:3:forces:R:3:mulliken_charge:R:1
C 0.802865 0.106932 3.210707 1.2084 2.6116 1.7593 -1.44
C -0.460747 0.012227 2.376204 -0.1990 -2.1778 2.1360 -0.13
N -0.118099 -0.337232 1.018538 -2.7443 0.7133 -1.3103 0.55
C -1.412421 -0.355862 0.148706 1.8653 -0.7154 0.2723 0.20
C -1.020908 -0.543272 -1.304753 -0.1359 -1.2074 -0.3656 -1.02
H 1.696488 -0.488503 3.064251 -0.5317 -0.8542 -0.4581 0.36
H 0.677060 0.187711 4.311270 -0.6266 -0.8849 -0.4895 0.39
H 1.252295 1.117799 3.149550 -0.2748 0.1069 -0.8122 0.28
H -1.093419 -0.851108 2.817275 0.8947 1.1001 -0.9010 0.00
H -1.095625 0.883198 2.604816 0.2625 0.2105 -0.7792 0.40
H 0.579057 0.280303 0.605261 -0.2706 0.2529 0.1915 -0.30
H -1.980815 -1.258343 0.471532 0.3397 0.8180 -0.1331 0.05
H -2.070587 0.483966 0.236600 -0.1040 0.7964 0.7151 0.05
H -1.925692 -0.530001 -1.936289 0.3842 0.1229 0.1598 0.47
H -0.226214 0.087584 -1.753121 -0.4809 0.0005 0.5805 0.12
H -0.654120 -1.579544 -1.299408 -0.0412 0.3710 -1.0013 0.48
H -1.875572 3.973564 -2.809446 0.4207 -0.2091 0.6967 0.28
H -0.604528 3.532450 -2.025346 0.3729 0.0752 -0.3679 0.39
O -1.541051 3.722615 -1.925874 -0.7738 0.1280 -0.5334 -0.61
H -4.831408 0.511588 0.039515 0.2381 0.3663 1.6224 0.35
H -3.884369 1.054509 -1.077415 0.2787 0.3544 0.3920 0.28
O -4.633563 0.505276 -0.876112 -0.5168 -0.6897 -2.2906 -0.62
H -1.301050 -4.282382 2.662705 -0.2313 -0.5768 -0.4330 0.40
H -1.127146 -3.198726 3.560636 -0.9787 -0.2153 -0.0071 0.40
O -1.867067 -3.807142 3.284494 0.8858 0.6341 0.1307 -0.76
H 0.644765 -4.274643 0.621040 -0.2144 0.3336 0.2735 0.27
H -0.361718 -5.412182 0.650679 0.4407 0.2311 0.6642 0.29
O 0.197496 -4.878681 1.251702 -0.4474 -0.6820 -0.9241 -0.69
H -1.487694 3.003318 0.536686 0.6998 0.0003 0.9865 0.29
H -1.619964 4.307841 0.109875 1.1551 0.5961 0.5446 0.34
O -1.032417 3.849395 0.766152 -2.0558 -0.8322 -1.4722 -0.69
H 1.801839 -2.204484 -0.297151 -1.1663 -0.3787 0.6046 0.46
H 0.302596 -1.888608 0.052684 0.4869 -0.1883 0.5861 0.29
O 0.911323 -2.633107 -0.083450 1.2473 -0.2404 -0.4207 -0.76
H 2.731423 1.691373 0.101728 -0.2697 0.3543 -0.5349 0.30
H 3.935263 0.844436 0.373337 0.1682 -0.0435 -0.5067 0.33
O 3.414253 1.179491 -0.376084 0.0994 -0.1199 1.0942 -0.67
H 1.689956 3.812431 -1.664054 -0.0380 0.0178 0.3273 0.27
H 2.416255 3.137209 -2.836176 -1.3499 0.1689 0.5020 0.37
O 1.492422 3.448720 -2.531400 1.0764 -0.3254 -0.5784 -0.76
H -3.833667 -0.498620 1.979347 -0.0504 0.3268 -1.1469 0.34
H -4.170948 0.684974 2.691111 -0.3788 1.0234 0.2735 0.33
O -4.074288 0.447274 1.768919 0.3562 -1.1023 1.1314 -0.67
H 1.725589 3.468446 1.362268 -0.3010 0.3520 0.4298 0.24
H 0.569332 3.074865 0.369090 0.4014 0.4809 0.6088 0.37
O 1.528727 3.001431 0.556992 0.1711 -0.7252 -0.9331 -0.67
H 2.748731 -1.853452 -1.711663 0.8592 1.2292 0.3777 0.31
H 3.082080 -0.450941 -0.935418 -0.2089 -0.3645 -0.3779 0.43
O 3.150452 -1.426270 -0.914387 -0.3999 -1.0203 -0.4959 -0.76
H 3.892622 1.766802 -3.835242 0.1334 -0.3849 -0.5308 0.32
H 3.763302 1.395419 -2.358479 0.0251 -0.6771 0.7605 0.33
O 3.782117 2.125397 -2.961549 0.0944 1.1656 -0.4592 -0.66
H 0.188469 0.692024 -4.272248 -0.1106 -0.1764 -0.1340 0.33
H 0.919721 1.764334 -3.485025 0.2862 0.2585 0.1502 0.27
O 1.066348 1.050904 -4.123178 -0.3780 0.2053 0.0062 -0.62
H 0.908000 -3.561126 2.738503 -0.1107 -0.9263 0.7429 0.30
H 0.742535 -2.277051 2.219397 -0.6374 0.3819 1.0667 0.35
O 0.578592 -2.728538 3.093124 1.0353 0.3978 -1.7502 -0.74
H -4.243928 -2.557813 1.245758 -0.1915 -0.0920 -0.1353 0.25
H -3.068845 -2.912527 2.212397 0.0874 0.2560 0.2993 0.33
O -3.579764 -2.171423 1.816338 0.1290 -0.4234 0.1048 -0.65
H 2.767654 -1.222246 -4.809864 0.4576 -0.4249 0.1913 0.29
H 2.302504 -0.134924 -3.958428 0.1780 -0.1158 0.5770 0.40
O 2.935531 -0.887065 -3.917632 -0.5207 0.3327 -0.6767 -0.62
```
Positions in Å, forces in eV/Å.


Density functional theory data (ωB97M-V with the def2-TZVPD basis set) for a structure of composition C4H4AgLiO5 at a distorted geometry.

Values from the calculation:
* ΔE to the lowest compared entry with this formula, charge and spin: 5.89 kcal per mole
* DFT total energy: -685.47226 a.u.

```
15
Properties=species:S:1:pos:R:3:forces:R:3:mulliken_charge:R:1
O -1.481354 -1.800709 0.437666 -0.4612 -0.6088 0.2029 -0.75
C -0.440121 -1.251847 -0.005322 0.5047 -1.3765 0.8524 0.75
O 0.698568 -1.777512 0.074512 0.2711 -0.2501 -0.1074 -0.70
Ag -0.359244 -4.140418 1.228056 -0.1366 2.0677 -0.8249 0.73
O -0.595181 -0.040005 -0.553177 -0.4158 0.3818 -0.1557 -0.24
C 0.561162 0.617868 -1.066374 0.4050 -0.1122 0.0008 -0.31
C 0.148400 1.939234 -1.677837 0.1309 0.0477 -0.1317 -0.54
H 1.032002 -0.013098 -1.834348 -0.0633 0.1079 0.2131 0.32
H 1.281033 0.782500 -0.252313 -0.1271 -0.0560 -0.2378 0.26
H 1.023596 2.325552 -2.228887 -0.1440 -0.0568 0.0891 0.34
H -0.665203 1.773418 -2.403662 0.1857 0.0499 0.1823 0.26
O 1.935098 4.029384 -0.588778 -1.9251 -0.2351 0.4513 -0.28
O -0.245427 2.888986 -0.724073 -0.5555 -0.1437 0.1102 -0.41
C 0.836650 4.071644 -0.144782 1.5288 0.5091 -0.0628 -0.28
Li -1.181268 3.840940 0.523396 0.8024 -0.3250 -0.5817 0.86
```
Positions in Å, forces in eV/Å.


Q: Which formula does entry 1 have?
A: C4H42N4O23